C20H27ClF3LiN4O4STe | ωB97M-V/def2-TZVPD

Structure (ORCA input):
```
! RIJCOSX wB97M-V def2-TZVPD def2/J DEFGRID3
* xyz -2 1
Li 0.354 0.471 0.489
C -3.726 -1.002 6.205
C -2.758 -2.191 6.263
C -3.603 -3.460 6.092
C -2.118 -2.231 7.656
C -1.686 -2.074 5.107
O -2.381 -1.821 3.897
C -0.860 -3.370 4.992
C 0.090 -3.523 3.794
C 1.522 -3.079 3.991
C 2.209 -3.293 5.187
C 3.537 -2.922 5.338
C 4.186 -2.333 4.270
Cl 5.861 -1.862 4.454
C 3.536 -2.110 3.066
C 2.210 -2.493 2.933
C -0.830 -0.826 5.371
N 0.095 -0.444 4.330
C -0.047 -0.437 3.001
N 0.935 0.252 2.456
C 1.630 0.712 3.520
N 1.164 0.323 4.684
H -4.533 -1.167 6.923
H -4.155 -0.891 5.211
H -3.251 -0.058 6.467
H -4.450 -3.424 6.779
H -3.046 -4.371 6.311
H -4.009 -3.534 5.082
H -2.898 -2.388 8.406
H -1.618 -1.296 7.902
H -1.396 -3.043 7.759
H -2.579 -2.638 3.428
H -1.574 -4.194 4.932
H -0.323 -3.520 5.930
H -0.317 -3.011 2.920
H 0.111 -4.586 3.524
H 1.707 -3.754 6.030
H 4.061 -3.082 6.270
H 4.046 -1.624 2.247
H 1.696 -2.295 2.001
H -0.219 -0.972 6.262
H -1.485 0.028 5.547
H -0.831 -0.897 2.426
H 2.499 1.341 3.413
Te 1.730 2.929 -0.070
F -1.510 4.056 3.062
C -1.825 2.797 2.678
F -3.157 2.760 2.628
F -1.421 1.999 3.683
S -1.054 2.357 0.997
O -2.437 0.465 1.444
O -1.969 3.045 0.090
O 0.221 3.396 1.266
C -4.615 -1.109 1.101
C -3.269 -1.599 0.596
C -2.064 -0.605 0.740
N -0.926 -0.898 0.276
H -5.391 -1.878 0.985
H -4.928 -0.215 0.561
H -4.551 -0.820 2.150
H -3.332 -1.875 -0.463
H -2.985 -2.526 1.117
*
```

## Properties
Maximum force in Eh/bohr: 0.0183
Gap between HOMO and LUMO in eV: 3.7
ΔE to the lowest compared entry with this formula, charge and spin in kcal/mol: 0.0
HOMO energy in Ha: 0.0079

Atom charges from the Mulliken analysis, given in e for atoms 1 to 8: atom 1 (Li): 0.608, atom 2 (C): -1.734, atom 3 (C): 1.578, atom 4 (C): -1.910, atom 5 (C): -1.925, atom 6 (C): 1.118, atom 7 (O): -0.301, atom 8 (C): -0.903

C6H12O | ωB97M-V/def2-TZVPD

Structure (ORCA input):
```
! RIJCOSX wB97M-V def2-TZVPD def2/J DEFGRID3
* xyz 0 1
C 0.962 -0.156 -0.044
C 0.818 -0.643 -1.271
C 0.042 -1.892 -1.559
C 1.582 -0.079 -2.435
H 1.632 0.678 0.117
H 0.559 -0.661 0.821
H -0.764 -1.719 -2.276
H -0.414 -2.309 -0.657
H 0.685 -2.677 -1.952
H 2.063 0.848 -2.134
H 0.938 0.075 -3.300
H 2.362 -0.753 -2.794
C -1.292 1.379 1.871
C -1.729 1.225 3.304
O -1.555 2.059 4.152
H -1.895 2.174 1.425
H -1.475 0.463 1.318
H -0.254 1.694 1.843
H -2.263 0.291 3.572
*
```

## Properties
Maximum force in Eh/bohr: 0.0141
Gap between HOMO and LUMO in eV: 10.3
Structure (SMILES): C=C(C)C.CC=O
ΔE to the lowest compared entry with this formula, charge and spin in kcal/mol: 31.8
HOMO energy in Ha: -0.3487

Atom charges from the Mulliken analysis, given in e for atoms 1 to 8: atom 1 (C): -1.207, atom 2 (C): 1.122, atom 3 (C): -1.240, atom 4 (C): -1.214, atom 5 (H): 0.231, atom 6 (H): 0.399, atom 7 (H): 0.323, atom 8 (H): 0.319

C31H29BrN2OPPdS | ωB97M-V/def2-TZVPD

Structure (ORCA input):
```
! RIJCOSX wB97M-V def2-TZVPD def2/J DEFGRID3
* xyz 3 1
Pd -0.763 -0.575 0.524
Br -3.377 -0.120 0.615
C -3.042 1.576 1.438
C -4.121 2.333 1.777
C -3.910 3.596 2.367
C -2.640 4.040 2.587
C -1.510 3.258 2.243
C -0.200 3.738 2.485
C 0.895 2.998 2.163
C 0.737 1.715 1.582
C -0.514 1.268 1.345
C -1.703 1.973 1.647
H -5.127 1.977 1.600
H -4.763 4.201 2.639
H -2.471 5.010 3.036
H -0.086 4.714 2.938
H 1.894 3.367 2.348
H 1.622 1.149 1.340
N 1.736 -1.620 1.818
P 1.363 -1.326 0.221
C 0.940 -2.762 -0.732
C -0.289 -3.401 -0.500
C -0.623 -4.535 -1.216
C 0.272 -5.046 -2.152
C 1.496 -4.428 -2.373
C 1.836 -3.281 -1.672
C 2.650 -0.375 -0.487
C 2.627 -0.133 -1.870
C 3.648 0.591 -2.453
C 4.690 1.076 -1.669
C 4.713 0.850 -0.296
C 3.692 0.139 0.303
C 0.726 -1.773 2.760
C 0.976 -2.301 4.017
C -0.067 -2.404 4.913
C -1.343 -1.986 4.534
C -1.523 -1.478 3.275
N -0.504 -1.369 2.388
H 2.659 -1.952 2.070
H -0.979 -3.059 0.271
H -1.566 -5.033 -1.037
H 0.016 -5.941 -2.704
H 2.193 -4.844 -3.087
H 2.794 -2.810 -1.844
H 1.819 -0.519 -2.476
H 3.642 0.774 -3.519
H 5.491 1.638 -2.131
H 5.529 1.230 0.303
H 3.716 -0.017 1.374
H 1.974 -2.627 4.277
H 0.106 -2.811 5.900
H -2.183 -2.052 5.209
H -2.492 -1.143 2.939
O -0.619 0.207 -1.351
S -1.837 0.148 -2.354
C -1.041 0.080 -3.975
C -0.750 1.523 -4.372
C -1.996 2.304 -3.965
C -2.314 1.896 -2.526
H -1.777 -0.391 -4.630
H -0.182 -0.583 -3.888
H -0.555 1.590 -5.441
H 0.132 1.892 -3.844
H -2.830 2.054 -4.622
H -1.850 3.382 -4.022
H -3.359 2.003 -2.239
H -1.677 2.402 -1.798
*
```

## Properties
Maximum force in Eh/bohr: 0.0025
Gap between HOMO and LUMO in eV: 6.1
ΔE to the lowest compared entry with this formula, charge and spin in kcal/mol: 0.0
HOMO energy in Ha: -0.6090

Atom charges from the Mulliken analysis, given in e for atoms 1 to 8: atom 1 (Pd): -0.296, atom 2 (Br): -0.035, atom 3 (C): 0.457, atom 4 (C): -0.696, atom 5 (C): -0.850, atom 6 (C): -0.972, atom 7 (C): 0.785, atom 8 (C): -0.930

CH9N4 | ωB97M-V/def2-TZVPD

Structure (ORCA input):
```
! RIJCOSX wB97M-V def2-TZVPD def2/J DEFGRID3
* xyz 1 1
C 1.209 -1.238 0.931
N 2.408 -1.164 1.362
N -0.717 -0.124 -1.378
N 0.364 0.345 -0.944
N -2.079 1.448 -0.052
H 0.561 -2.050 1.261
H 2.806 -1.857 1.980
H 3.058 -0.364 1.184
H -0.842 -0.889 -2.156
H -1.604 0.452 -0.871
H 1.157 0.201 -1.597
H -1.546 1.527 0.761
H -1.732 2.185 -0.758
H -3.044 1.527 0.277
*
```

## Properties
Maximum force in Eh/bohr: 0.0542
Gap between HOMO and LUMO (alpha / beta) in eV: 7.9 / 7.9
ΔE to the lowest compared entry with this formula, charge and spin in kcal/mol: 143.1
HOMO energy (alpha / beta) in Ha: -0.4463 / -0.4464

Atom charges from the Mulliken analysis, given in e for atoms 1 to 8: atom 1 (C): -0.253, atom 2 (N): -0.244, atom 3 (N): 0.001, atom 4 (N): -0.370, atom 5 (N): -0.827, atom 6 (H): 0.228, atom 7 (H): 0.251, atom 8 (H): 0.262

C23H25N6SeTl | ωB97M-V/def2-TZVPD

Structure (ORCA input):
```
! RIJCOSX wB97M-V def2-TZVPD def2/J DEFGRID3
* xyz 2 1
Tl 0.564 -0.505 -1.105
C -3.215 -0.551 1.711
C -1.792 -1.116 1.799
C -0.931 -0.238 2.638
C -0.855 -0.397 4.005
C -0.073 0.458 4.778
C 0.719 1.436 4.179
C 0.664 1.668 2.821
C 1.607 2.636 2.177
C 1.310 4.095 2.551
C -0.269 0.894 2.051
N -0.561 1.167 0.782
C -0.690 2.354 0.251
C -0.622 2.660 -1.100
C -0.988 3.922 -1.686
C -0.822 3.774 -3.027
C -0.277 2.452 -3.219
N -0.148 1.813 -2.087
H -3.837 -1.223 1.130
H -3.212 0.425 1.235
H -3.643 -0.458 2.704
H -1.375 -1.197 0.790
H -1.840 -2.110 2.247
H -1.411 -1.186 4.489
H -0.045 0.336 5.852
H 1.399 2.010 4.791
H 1.604 2.517 1.092
H 2.614 2.401 2.532
H 0.378 4.444 2.111
H 2.115 4.730 2.191
H 1.243 4.202 3.630
H -0.962 3.182 0.903
H -1.371 4.765 -1.145
H -0.996 4.491 -3.803
H 0.037 2.022 -4.153
C -4.716 -2.904 -1.680
C -3.522 -3.254 -2.581
C -2.370 -2.492 -2.242
N -1.457 -1.866 -1.939
H -5.567 -3.523 -1.949
H -5.002 -1.862 -1.803
H -4.476 -3.087 -0.636
H -3.765 -3.057 -3.628
H -3.272 -4.315 -2.482
Se 4.083 0.293 -3.822
N 5.190 -1.009 -3.584
C 4.689 -1.897 -2.743
C 5.260 -3.102 -2.290
C 4.532 -3.866 -1.416
C 3.256 -3.438 -0.989
N 2.711 -2.320 -1.387
C 3.373 -1.545 -2.248
N 2.899 -0.402 -2.718
H 6.240 -3.387 -2.641
H 4.917 -4.802 -1.039
H 2.679 -4.041 -0.301
*
```

## Properties
Maximum force in Eh/bohr: 0.0442
Gap between HOMO and LUMO (alpha / beta) in eV: 4.7 / 4.6
ΔE to the lowest compared entry with this formula, charge and spin in kcal/mol: 20.1
HOMO energy (alpha / beta) in Ha: -0.5135 / -0.5130

Atom charges from the Mulliken analysis, given in e for atoms 1 to 8: atom 1 (Tl): 1.144, atom 2 (C): -1.033, atom 3 (C): 0.042, atom 4 (C): 0.491, atom 5 (C): -0.762, atom 6 (C): -0.801, atom 7 (C): -0.623, atom 8 (C): 0.346

C21H48BrGaNO18P2S | ωB97M-V/def2-TZVPD

Structure (ORCA input):
```
! RIJCOSX wB97M-V def2-TZVPD def2/J DEFGRID3
* xyz -1 1
C 4.724 -0.500 0.323
C 4.062 -0.185 1.715
N 2.607 -0.357 1.549
Ga 1.617 1.293 1.589
P 2.207 2.350 3.648
O 0.931 3.371 4.112
Br 2.241 0.657 5.156
P -0.705 1.034 1.638
C -1.440 2.502 0.699
C -1.312 -0.446 0.660
C -0.258 -1.543 0.394
S 2.342 2.811 -0.055
C 4.040 3.451 0.274
O 1.460 4.032 0.061
O 2.313 2.244 -1.437
H 4.071 -1.251 -0.133
H 5.764 -0.831 0.423
H 4.621 0.407 -0.290
H 4.400 -0.988 2.392
H 4.343 0.816 2.080
H 2.224 -0.973 2.252
H 0.169 2.800 4.243
H -2.506 2.564 0.973
H -1.410 2.263 -0.373
H -0.933 3.432 0.964
H -1.761 -0.148 -0.304
H -2.137 -0.927 1.213
H 0.118 -1.923 1.354
H 0.615 -1.194 -0.171
H -0.664 -2.395 -0.177
H 4.734 2.667 0.593
H 4.369 3.871 -0.689
H 4.007 4.289 0.978
C -6.168 -2.236 -2.539
O -6.327 -3.405 -1.737
C -5.556 -3.417 -0.649
O -4.787 -2.561 -0.324
O -5.791 -4.551 0.012
C -5.020 -4.688 1.204
H -6.839 -2.337 -3.389
H -6.442 -1.343 -1.978
H -5.145 -2.156 -2.905
H -5.250 -3.888 1.907
H -3.955 -4.699 0.976
H -5.293 -5.640 1.654
C -0.084 -8.108 0.636
O 0.042 -6.748 0.233
C 0.301 -6.591 -1.065
O 0.426 -7.474 -1.869
O 0.394 -5.289 -1.309
C 0.670 -4.967 -2.671
H -0.292 -8.107 1.704
H -0.912 -8.590 0.117
H 0.844 -8.650 0.459
H -0.129 -5.322 -3.321
H 1.628 -5.385 -2.979
H 0.722 -3.883 -2.738
C -4.453 4.704 -5.097
O -4.201 4.708 -3.696
C -3.001 5.196 -3.367
O -2.178 5.608 -4.136
O -2.888 5.146 -2.046
C -1.639 5.637 -1.543
H -5.448 4.290 -5.242
H -4.432 5.718 -5.495
H -3.731 4.076 -5.617
H -1.508 6.688 -1.803
H -0.809 5.043 -1.920
H -1.665 5.545 -0.461
C -6.368 -0.194 3.377
O -6.293 0.611 4.552
C -5.172 1.332 4.632
O -4.287 1.342 3.830
O -5.213 2.038 5.763
C -4.061 2.855 5.967
H -7.312 -0.733 3.417
H -6.354 0.427 2.482
H -5.551 -0.915 3.350
H -3.961 3.588 5.168
H -3.162 2.244 6.035
H -4.202 3.379 6.909
C 7.530 1.417 -4.285
O 8.826 1.346 -3.688
C 8.842 0.711 -2.518
O 7.896 0.225 -1.970
O 10.096 0.713 -2.062
C 10.250 0.060 -0.804
H 7.639 1.952 -5.225
H 7.146 0.419 -4.489
H 6.841 1.966 -3.645
H 9.968 -0.989 -0.878
H 9.660 0.560 -0.037
H 11.302 0.124 -0.536
*
```

## Properties
Maximum force in Eh/bohr: 0.0509
Gap between HOMO and LUMO in eV: 6.2
HOMO energy in Ha: -0.1559

Atom charges from the Mulliken analysis, given in e for atoms 1 to 8: atom 1 (C): -0.932, atom 2 (C): -0.477, atom 3 (N): 0.004, atom 4 (Ga): -0.412, atom 5 (P): 0.249, atom 6 (O): -0.474, atom 7 (Br): -0.374, atom 8 (P): 0.267

C6H9N2 | ωB97M-V/def2-TZVPD

Structure (ORCA input):
```
! RIJCOSX wB97M-V def2-TZVPD def2/J DEFGRID3
* xyz 1 1
C -2.252 0.473 -1.410
C -0.801 0.644 -0.952
C 0.077 1.582 -0.819
C 1.098 1.199 0.161
C 0.923 -0.005 0.699
C 1.783 -0.929 1.579
N -0.258 -0.452 0.078
N -0.833 -1.488 0.027
H -2.430 -0.324 -2.046
H -2.635 1.497 -1.837
H -2.705 0.294 -0.399
H 0.258 2.504 -1.307
H 1.981 1.924 0.369
H 1.186 -1.210 2.442
H 2.746 -0.320 1.901
H 2.106 -1.733 0.992
H -0.246 -2.251 0.476
*
```

## Properties
Maximum force in Eh/bohr: 0.0813
Gap between HOMO and LUMO in eV: 8.0
Structure (SMILES): CC1=CC=C(C)[N+]1=N
ΔE to the lowest compared entry with this formula, charge and spin in kcal/mol: 102.7
HOMO energy in Ha: -0.5177

Atom charges from the Mulliken analysis, given in e for atoms 1 to 8: atom 1 (C): -0.945, atom 2 (C): -0.039, atom 3 (C): -0.279, atom 4 (C): -0.207, atom 5 (C): 0.630, atom 6 (C): -1.367, atom 7 (N): 0.769, atom 8 (N): -0.788

C21H26N2O5S | ωB97M-V/def2-TZVPD

Structure (ORCA input):
```
! RIJCOSX wB97M-V def2-TZVPD def2/J DEFGRID3
* xyz 0 1
C -1.097 -2.912 -0.148
O -2.208 -2.410 0.552
C -2.116 -2.201 1.903
C -1.064 -2.673 2.678
C -1.017 -2.445 4.043
C -2.030 -1.736 4.658
C -3.080 -1.255 3.900
C -3.142 -1.471 2.528
O -4.224 -0.879 1.916
C -4.523 -1.105 0.558
C -3.501 -0.532 -0.429
O -3.458 -0.886 -1.583
N -2.710 0.421 0.142
C -1.521 0.961 -0.336
C -0.749 1.720 0.546
C 0.466 2.234 0.138
C 0.914 1.990 -1.147
S 2.543 2.555 -1.636
O 2.490 2.915 -3.023
O 2.986 3.523 -0.674
N 3.506 1.221 -1.498
C 3.728 0.375 -2.641
C 3.565 -1.125 -2.359
C 2.488 -1.461 -1.325
C 3.010 -1.398 0.112
C 3.189 0.021 0.647
C 4.090 0.904 -0.223
C 0.144 1.266 -2.038
C -1.076 0.750 -1.640
H -0.901 -3.958 0.106
H -0.202 -2.311 0.036
H -1.373 -2.840 -1.199
H -0.270 -3.233 2.212
H -0.187 -2.827 4.616
H -2.007 -1.554 5.721
H -3.882 -0.691 4.351
H -5.483 -0.602 0.396
H -4.648 -2.169 0.335
H -2.925 0.642 1.108
H -1.103 1.896 1.552
H 1.080 2.828 0.797
H 4.736 0.553 -3.043
H 3.014 0.708 -3.394
H 4.516 -1.537 -2.015
H 3.327 -1.611 -3.306
H 2.137 -2.479 -1.515
H 1.637 -0.788 -1.442
H 3.962 -1.930 0.167
H 2.308 -1.920 0.769
H 3.622 -0.031 1.648
H 2.212 0.501 0.730
H 4.255 1.857 0.285
H 5.058 0.421 -0.384
H 0.502 1.124 -3.045
H -1.684 0.179 -2.322
*
```

## Properties
Maximum force in Eh/bohr: 0.0207
Gap between HOMO and LUMO in eV: 9.3
Structure (SMILES): COc1ccccc1OCC(=O)Nc1ccc(S(=O)(=O)N2CCCCCC2)cc1
ΔE to the lowest compared entry with this formula, charge and spin in kcal/mol: 70.7
HOMO energy in Ha: -0.3196

Atom charges from the Mulliken analysis, given in e for atoms 1 to 8: atom 1 (C): -0.926, atom 2 (O): -0.286, atom 3 (C): 1.254, atom 4 (C): -0.595, atom 5 (C): -0.768, atom 6 (C): -0.474, atom 7 (C): -0.693, atom 8 (C): 0.223

no.,E (Ha)
1,-2731.8345
2,-311.0086
3,-4823.9453
4,-262.1163
5,-3793.2464
6,-7817.8559
7,-343.1578
8,-1699.7109